Entry 1:
Below is a molecular structure, C9H14MgN2P at a distorted geometry, with properties calculated with wB97M-V/def2-TZVPD.

Structure (XYZ):
```
27
Properties=species:S:1:pos:R:3:mulliken_charge:R:1
H -4.192 0.116 -1.379 0.12
H 2.906 -3.796 0.165 0.28
H -0.767 -3.142 1.013 0.27
C -0.955 2.594 -0.784 -0.18
C -0.498 3.003 0.544 -0.73
H 3.009 -1.271 0.552 0.38
C 1.058 3.708 -1.013 -0.43
H -4.019 -2.006 -0.940 0.11
H -0.023 2.886 -2.802 0.38
N -0.222 -1.044 1.107 0.55
H -1.886 2.067 -0.999 0.39
H 1.085 0.667 0.995 0.32
C 0.733 3.696 0.378 -0.62
N 1.290 -2.594 0.717 0.20
H -1.029 2.831 1.483 0.36
H 1.320 4.146 1.177 0.36
H -2.430 -0.989 -2.030 0.09
Mg -2.157 -0.271 1.335 -0.31
H 1.923 -4.448 1.509 0.30
P -3.229 -0.810 -0.852 -0.48
C 1.886 -3.909 0.550 -0.83
C -0.018 -2.358 0.961 -0.59
C 1.950 -1.361 0.714 -0.37
C 0.017 3.036 -1.724 -0.79
C 1.007 -0.404 0.935 -0.52
H 1.943 4.164 -1.454 0.41
H 1.295 -4.508 -0.156 0.33
```

Output
- Calculated total energy: -1002.1880 Ha
- 2S+1: 1
- Net charge: -1
- Energy relative to the best compared isomer or geometry (same formula, charge and spin): 0.0 kcal/mol
- Maximum force: 2.1 eV/Å
- HOMO: -1.25 eV

***

Entry 2:
Below is a molecular structure, C9H14MnN2P at a distorted geometry, with properties calculated with wB97M-V/def2-TZVPD.

Structure (XYZ):
```
27
Properties=species:S:1:pos:R:3:mulliken_charge:R:1
H 2.963 1.370 1.333 0.07
H 1.404 -3.541 0.997 0.17
H -0.567 -3.338 1.431 0.38
Mn -0.232 0.904 -1.410 0.36
H 3.541 -2.438 -0.023 0.40
C -2.066 2.133 -1.978 0.00
C 2.041 -0.889 -0.718 -0.72
H -1.638 -2.730 0.153 0.25
H 2.590 -0.011 -1.049 0.49
H 1.481 2.646 2.039 0.09
H -2.350 0.253 0.691 0.64
H -0.611 2.556 0.934 0.84
N 1.449 -2.693 0.477 -0.08
C -0.884 -2.433 0.898 -1.03
C -1.133 2.073 0.121 -1.01
C 2.540 -2.031 -0.138 -0.31
H -1.273 -1.764 1.662 0.19
H -2.497 -0.068 -2.160 0.30
C -2.300 0.811 -1.493 -1.30
H 1.224 0.625 2.583 0.05
H -0.552 3.702 -1.393 0.43
C -1.152 2.825 -1.153 -0.84
C 0.324 -1.945 0.203 0.47
C -1.947 0.944 -0.039 -0.16
N 0.607 -0.911 -0.573 -0.12
P 1.528 1.388 1.402 -0.11
H -2.487 2.563 -2.797 0.55
```

Output
- Calculated total energy: -1953.0084 Ha
- 2S+1: 5
- Net charge: 0
- Energy relative to the best compared isomer or geometry (same formula, charge and spin): 0.0 kcal/mol
- Maximum force: 3.0 eV/Å
- HOMO (alpha / beta): -5.79 / -4.73 eV

***

Entry 3:
Below is C9H14N2 in the gas phase at a distorted geometry, with properties calculated with wB97M-V/def2-TZVPD.

Structure (XYZ):
```
25
Properties=species:S:1:pos:R:3:mulliken_charge:R:1
H 0.089 -2.511 2.958 0.24
C 0.967 0.843 -1.177 -0.78
N 2.433 0.464 0.924 -0.74
H -0.876 -0.860 3.260 0.30
H 2.880 -0.402 2.797 0.33
C 1.245 0.456 0.206 0.39
C -1.401 1.667 -1.186 -2.06
H 1.682 0.456 -1.902 0.37
H 0.694 -1.366 4.012 0.40
C -0.531 0.385 -1.296 1.81
C 2.090 -0.176 2.013 -0.17
C -0.762 -0.294 -2.635 -1.82
C 0.143 -1.381 3.143 -0.90
C -0.808 -0.595 -0.082 -1.04
H -1.793 -0.629 0.286 0.43
N 0.769 -0.620 2.013 0.06
H 0.928 1.953 -1.253 0.28
H -0.115 0.232 -3.225 0.58
H -0.608 -1.752 -0.316 0.23
H -1.257 2.175 -0.237 0.42
H -2.431 1.405 -1.168 0.51
H -1.795 -0.041 -3.105 0.28
C 0.225 -0.177 0.897 0.00
H -0.472 -1.328 -2.726 0.40
H -1.294 2.096 -2.199 0.48
```

Output
- SMILES string: Cn1cnc2c1CC(C)(C)C2
- Calculated total energy: -460.7868 Ha
- 2S+1: 1
- Net charge: 0
- Energy relative to the best compared isomer or geometry (same formula, charge and spin): 41.2 kcal/mol
- Maximum force: 4.5 eV/Å
- HOMO: -7.83 eV

***

Entry 4:
Below is 2 unconnected molecules or ions with the total composition C9H14N2O2 at a distorted geometry, with properties calculated with wB97M-V/def2-TZVPD.

Structure (XYZ):
```
27
Properties=species:S:1:pos:R:3:mulliken_charge:R:1
H 0.358 2.466 0.903 0.30
N -0.286 -1.863 -0.001 -0.03
C -0.890 1.763 -1.984 -0.74
C 0.820 -2.466 0.434 0.39
H 0.841 0.745 -2.533 0.28
H -1.748 -1.000 3.008 0.42
H 1.881 2.492 0.245 0.26
O -2.353 -1.050 0.167 -0.66
H 1.033 3.258 -1.721 0.15
H -0.136 0.253 0.277 -0.46
H -0.873 1.966 -3.040 0.32
H 0.067 -2.288 3.665 0.45
H -0.397 -0.481 -1.795 0.24
H -0.478 -1.722 -0.965 0.14
H 1.587 0.071 -0.130 0.34
H -0.608 3.778 -1.003 0.43
C 0.012 0.483 -1.695 -0.54
C -0.024 2.893 -1.210 -0.49
C -0.028 -2.150 2.651 -0.18
O 1.693 -2.992 -0.237 -0.67
C 0.751 2.206 -0.095 -0.85
H 1.665 -3.139 2.036 0.21
C -1.146 -1.514 2.279 -0.83
N 0.891 -2.569 1.818 -0.07
C -1.349 -1.426 0.853 0.86
H -1.902 1.618 -1.621 0.35
C 0.619 0.668 -0.306 0.40
```

Output
- SMILES string: O=c1cc[nH]c(=O)[nH]1.C1CCCC1
- Calculated total energy: -611.2723 Ha
- 2S+1: 1
- Net charge: 0
- Energy relative to the best compared isomer or geometry (same formula, charge and spin): 57.9 kcal/mol
- Maximum force: 5.3 eV/Å
- HOMO: -9.62 eV

***

Entry 5:
Below is 2 unconnected molecules or ions with the total composition C9H14N3O2 at a distorted geometry, with properties calculated with wB97M-V/def2-TZVPD.

Structure (XYZ):
```
28
Properties=species:S:1:pos:R:3:mulliken_charge:R:1
H 2.043 -2.007 -1.656 0.28
O 0.541 2.080 -0.797 -0.55
H 1.916 4.030 0.313 0.25
H -3.261 0.541 -2.525 0.48
H 3.563 -1.091 -0.814 0.29
C 1.420 2.018 0.104 0.54
C -1.857 0.382 -0.843 0.12
C 2.699 -1.823 -0.711 -0.93
H -1.561 1.457 -0.906 0.29
C 1.812 -1.507 0.548 -0.60
C -4.100 0.173 0.739 -0.37
H 2.183 -1.734 1.517 0.61
C -3.153 0.451 -1.494 -0.81
H -5.043 0.149 1.310 0.35
N 2.049 3.095 0.611 -0.36
C -2.921 -0.024 1.334 -0.48
C -4.231 0.345 -0.757 -0.45
H -5.180 0.250 -1.267 0.40
H -2.825 -0.200 2.473 0.31
H 2.341 0.635 1.584 0.37
O -0.680 -0.225 1.146 -0.62
H -1.139 -0.087 -1.543 0.32
H 3.181 -2.758 -0.460 0.38
C -1.731 0.020 0.575 0.60
N 1.782 0.781 0.648 0.08
H 2.722 3.238 1.364 0.19
N 1.292 -0.273 0.145 0.07
H 0.988 -2.199 0.553 0.25
```

Output
- Calculated total energy: -665.7215 Ha
- 2S+1: 1
- Net charge: +1
- Energy relative to the best compared isomer or geometry (same formula, charge and spin): 66.9 kcal/mol
- Maximum force: 5.3 eV/Å
- HOMO: -12.10 eV

***

Entry 6:
Below is a gas-phase ion, C9H14N3O2 (charge +1) at a distorted geometry, with properties calculated with wB97M-V/def2-TZVPD.

Structure (XYZ):
```
28
Properties=species:S:1:pos:R:3:mulliken_charge:R:1
H -2.869 -1.307 -1.977 0.36
H 3.825 0.246 1.311 0.29
N -1.437 -0.050 -0.794 0.01
H 0.293 2.157 -0.100 0.25
H -1.692 -0.919 2.076 0.38
H -3.529 1.574 1.516 0.32
H 0.501 -4.476 -0.404 0.35
C 3.447 1.240 0.776 -0.82
H -3.056 2.284 -0.136 0.32
C 2.873 0.776 -0.692 0.62
C 0.147 -0.344 1.001 -0.15
H 0.850 0.451 1.495 0.12
H 0.691 -0.847 -1.336 0.42
C -2.228 -1.325 -0.985 -0.33
C -0.322 -3.682 -0.743 -0.33
C -1.969 0.569 0.509 0.01
O 1.896 1.505 -1.516 -0.33
C 0.063 -0.156 -0.630 -0.13
H -0.196 1.738 -1.871 0.28
C 0.529 1.412 -0.980 -0.51
H -3.015 -1.382 -0.091 0.26
H 4.403 1.943 0.664 0.32
H 2.648 1.714 1.490 0.27
N -2.949 1.561 0.626 -0.27
O 3.309 -0.411 -1.184 -0.51
C -1.350 -2.708 -0.928 -0.13
N -1.205 -0.063 1.675 -0.35
H 0.341 -1.498 1.227 0.27
```

Output
- SMILES string: C#CCN1C(N)=[NH+]C[C@@H]1COC(C)=O
- Calculated total energy: -665.4597 Ha
- 2S+1: 1
- Net charge: +1
- Energy relative to the best compared isomer or geometry (same formula, charge and spin): 231.1 kcal/mol
- Maximum force: 10.0 eV/Å
- HOMO: -13.04 eV

***

- What is the formula in the fourth record?
  C9H14N2O2